No. 1
Formula: C40H64ClFN12O4
Source: the OMol25 dataset
Level of theory: wB97M-V/def2-TZVPD

```
122
Properties=species:S:1:pos:R:3:forces:R:3
C -0.510 -1.876 4.041 -0.3 0.0 0.3
C -1.964 -2.267 3.712 0.6 0.4 0.1
C -2.588 -1.560 2.504 0.0 -1.1 0.1
C -2.219 -2.333 1.215 -0.1 0.4 -0.1
C -3.269 -2.365 0.121 0.2 0.1 -0.4
F -4.161 -3.416 0.308 -0.1 -0.2 0.2
O -4.009 -1.792 2.683 -0.9 0.4 0.5
C -4.704 -0.668 2.409 -0.9 -0.1 -0.2
O -5.890 -0.489 2.591 2.1 -0.4 -0.5
O -3.832 0.212 1.850 -0.7 1.0 -0.1
C -2.530 0.011 2.467 -0.8 -1.2 0.5
C -2.711 0.614 3.879 1.0 0.4 0.4
C -1.480 1.320 4.481 -0.6 1.2 -0.7
C -1.505 2.809 4.063 0.0 -0.3 -0.2
Cl -2.057 3.861 5.411 0.1 0.1 -0.1
C -1.395 0.551 1.615 -0.1 -0.3 -0.5
C -1.755 0.861 0.162 0.1 0.4 -0.2
C -0.585 0.681 -0.823 -0.4 0.2 0.5
C 0.796 1.051 -0.287 0.2 0.1 -0.9
C 1.114 2.552 -0.357 0.3 -0.8 0.7
O 0.025 3.363 0.020 0.4 0.4 -0.4
C -0.559 4.088 -1.053 -0.2 0.1 0.4
H -0.183 -0.987 3.516 0.1 0.0 -0.1
H -0.445 -1.648 5.101 0.1 0.1 0.1
H 0.200 -2.674 3.849 0.0 -0.1 -0.2
H -1.992 -3.342 3.570 -0.2 -0.1 -0.2
H -2.606 -2.086 4.566 0.0 0.2 0.2
H -1.285 -2.006 0.761 0.1 0.2 0.1
H -2.064 -3.370 1.498 0.1 -0.2 0.0
H -2.779 -2.537 -0.834 0.1 -0.1 -0.1
H -3.851 -1.453 0.029 -0.1 0.1 0.2
H -3.484 1.370 3.780 -0.2 0.0 0.0
H -3.085 -0.103 4.603 -0.1 -0.3 -0.2
H -0.537 0.941 4.112 0.2 -0.4 0.3
H -1.511 1.329 5.563 0.2 -0.5 0.2
H -2.206 2.987 3.256 -0.2 0.0 -0.1
H -0.542 3.145 3.703 0.2 0.2 0.3
H -0.634 -0.224 1.602 0.2 0.0 0.1
H -0.912 1.431 2.028 -0.1 0.1 0.2
H -2.575 0.254 -0.201 -0.2 -0.1 0.1
H -2.102 1.891 0.116 -0.1 0.1 0.0
H -0.626 -0.344 -1.176 0.4 -0.2 0.1
H -0.810 1.296 -1.692 0.1 0.0 -0.2
H 1.001 0.666 0.708 -0.2 0.0 0.2
H 1.529 0.575 -0.943 0.1 -0.1 0.0
H 1.520 2.792 -1.340 -0.3 0.2 -0.2
H 1.927 2.719 0.357 0.1 0.3 0.1
H 0.126 4.266 -1.879 0.2 -0.2 0.0
H -1.426 3.551 -1.428 -0.1 0.1 -0.2
H -0.856 5.062 -0.672 -0.2 0.1 0.1
C -2.796 -1.527 -4.087 -0.4 0.3 -0.2
C -1.668 -1.887 -3.247 -0.2 -0.3 0.1
N -0.833 -2.238 -2.542 0.2 0.1 -0.1
H -3.682 -1.339 -3.479 0.1 0.0 0.2
H -2.589 -0.627 -4.663 0.1 0.0 0.0
H -3.034 -2.323 -4.787 0.2 -0.1 0.1
C 1.866 -4.561 -2.961 -0.1 0.5 0.1
C 1.946 -5.970 -3.311 0.0 0.0 0.0
N 2.007 -7.083 -3.584 0.0 0.0 0.0
H 0.842 -4.194 -3.009 0.0 -0.1 0.0
H 2.230 -4.385 -1.950 0.0 -0.2 0.0
H 2.466 -3.952 -3.636 0.1 -0.1 -0.1
C -2.266 3.200 9.654 0.0 0.4 0.1
C -2.318 1.831 9.167 0.0 0.0 0.0
N -2.357 0.751 8.782 0.0 0.0 0.0
H -3.256 3.654 9.657 -0.1 -0.1 -0.1
H -1.882 3.245 10.672 0.0 -0.2 0.0
H -1.624 3.818 9.028 0.0 -0.1 -0.1
C -3.183 -6.724 -0.524 0.0 -0.2 0.4
C -3.145 -5.931 -1.741 0.0 0.0 0.0
N -3.104 -5.302 -2.699 0.0 0.1 -0.1
H -3.897 -6.310 0.186 0.0 0.1 -0.1
H -3.474 -7.752 -0.737 0.0 0.0 -0.1
H -2.205 -6.745 -0.043 0.1 0.1 -0.1
C 2.977 4.681 4.015 0.1 0.4 -0.1
C 2.379 3.373 4.237 0.0 0.0 0.0
N 1.907 2.343 4.415 0.0 0.0 -0.1
H 3.345 5.112 4.944 0.0 -0.1 0.1
H 3.821 4.623 3.329 0.0 -0.1 0.0
H 2.254 5.377 3.592 -0.1 -0.1 0.0
C 3.787 -6.250 0.595 0.2 -0.4 0.1
C 2.475 -5.786 1.018 0.0 -0.1 0.0
N 1.439 -5.420 1.352 0.0 0.1 0.0
H 4.218 -6.933 1.327 -0.2 0.0 0.1
H 3.733 -6.775 -0.357 -0.1 0.1 0.0
H 4.473 -5.422 0.472 -0.1 0.1 0.0
C -0.472 2.416 -6.567 0.0 0.0 -0.5
C -0.728 2.555 -5.145 0.0 0.0 0.0
N -0.930 2.666 -4.020 0.0 0.0 -0.1
H -0.402 1.367 -6.851 0.0 -0.1 0.1
H -1.275 2.872 -7.160 0.3 -0.2 0.4
H 0.468 2.894 -6.843 0.0 0.0 0.1
C -4.284 -1.215 -8.656 -0.3 0.1 -0.2
C -3.144 -1.579 -7.830 0.0 0.0 0.0
N -2.242 -1.861 -7.180 0.0 0.0 -0.1
H -5.166 -1.031 -8.045 0.1 0.0 0.1
H -4.078 -0.310 -9.225 0.1 0.0 0.0
H -4.523 -2.011 -9.360 0.1 -0.1 0.0
C 5.491 2.257 1.497 -0.4 -0.4 -0.2
C 6.066 3.385 2.208 0.0 -0.1 0.0
N 6.541 4.271 2.761 0.0 0.1 0.0
H 5.313 1.415 2.164 0.1 0.1 0.1
H 4.537 2.517 1.038 0.0 0.2 0.1
H 6.155 1.912 0.709 0.0 0.1 0.1
C -3.102 6.275 -7.110 -0.1 0.4 0.2
C -2.869 4.948 -7.656 -0.1 0.0 0.0
N -2.688 3.899 -8.083 -0.3 0.2 -0.2
H -4.151 6.553 -7.199 0.0 -0.1 -0.1
H -2.833 6.313 -6.056 0.0 -0.1 0.0
H -2.510 7.022 -7.636 0.0 -0.1 -0.1
C 9.511 2.088 0.324 0.3 0.3 0.0
C 8.523 1.027 0.216 0.1 0.0 0.0
N 7.738 0.194 0.135 0.0 0.0 0.0
H 10.436 1.810 -0.178 -0.1 -0.1 0.0
H 9.146 3.009 -0.129 -0.1 -0.1 0.0
H 9.744 2.298 1.367 -0.1 -0.1 0.0
C 5.018 -2.027 -0.864 -0.1 0.4 0.1
C 5.106 -3.433 -1.223 0.0 0.0 -0.1
N 5.171 -4.545 -1.499 0.1 0.2 -0.2
H 3.988 -1.675 -0.927 0.0 -0.1 0.0
H 5.369 -1.859 0.152 0.1 -0.1 0.0
H 5.624 -1.415 -1.529 0.1 -0.1 0.0
```
Forces are in eV/Å.

Its HOMO-LUMO gap is 9.64 eV. Its LUMO energy is 0.1719 eV. The HOMO energy is -9.4727 eV.

***

No. 2
Formula: C29H74ClGaN5
Source: the OMol25 dataset
Level of theory: wB97M-V/def2-TZVPD

```
110
Properties=species:S:1:pos:R:3:forces:R:3
N 4.829 2.729 -7.291 0.4 -1.1 1.2
C 3.715 1.733 -6.905 -0.7 1.0 -0.6
C 2.555 2.567 -6.101 0.6 0.6 -0.9
Ga 1.404 1.429 -4.803 -0.2 0.0 0.2
C 2.540 0.391 -3.372 0.8 -0.8 0.2
C 4.064 0.990 -3.198 0.5 -0.7 0.6
C 4.171 2.300 -2.219 -1.3 -0.5 -0.8
Cl 5.835 2.335 -1.331 -1.2 0.1 -0.7
H 5.715 2.165 -7.307 -0.9 1.0 0.0
H 4.922 3.459 -6.531 -0.1 -1.4 -1.0
H 4.144 0.802 -6.342 -0.9 1.7 -0.7
H 3.291 1.339 -7.941 0.7 0.7 2.2
H 1.871 3.132 -6.897 1.5 -1.2 1.6
H 3.026 3.439 -5.440 -0.6 -1.8 -1.4
H 0.478 0.329 -5.555 0.1 0.0 -0.1
H 0.399 2.483 -4.069 0.1 0.0 0.1
H 1.961 0.281 -2.337 1.4 0.3 -2.0
H 2.673 -0.714 -3.801 -0.2 2.2 1.0
H 4.709 0.136 -2.706 -1.0 1.8 -0.8
H 4.564 1.220 -4.241 -1.1 -0.3 2.1
H 3.355 2.174 -1.381 1.7 0.5 -1.7
H 4.057 3.320 -2.822 0.3 -2.3 1.5
C 1.783 1.259 1.839 0.0 -0.1 0.1
C 0.601 1.969 1.185 0.1 -0.4 -0.2
N -0.441 1.055 0.709 -0.3 0.0 -0.1
C -1.405 1.691 -0.194 0.3 -0.1 -0.3
C -2.273 2.808 0.375 -0.3 0.2 0.0
C -1.018 0.153 1.707 0.4 -0.1 -0.1
C -1.642 0.776 2.951 -0.2 0.0 0.3
H 2.198 0.488 1.181 -0.1 0.1 0.1
H 2.579 1.981 2.052 -0.1 -0.1 0.0
H 1.503 0.793 2.789 0.0 0.0 -0.1
H 1.003 2.524 0.326 -0.3 -0.1 0.0
H 0.202 2.714 1.880 0.0 0.2 0.2
H -2.059 0.923 -0.628 0.2 0.0 0.2
H -0.850 2.097 -1.049 0.1 -0.1 0.2
H -3.045 2.420 1.041 0.0 0.1 0.1
H -2.789 3.323 -0.444 0.1 -0.1 0.1
H -1.686 3.559 0.912 0.0 -0.1 0.0
H -0.233 -0.540 2.036 0.0 0.2 0.0
H -1.762 -0.496 1.228 0.1 0.3 -0.2
H -0.999 1.532 3.410 0.0 0.0 -0.1
H -1.812 -0.002 3.704 0.0 0.0 0.0
H -2.612 1.226 2.737 0.1 0.1 0.0
C -5.690 2.620 5.400 0.0 0.0 0.1
C -4.676 3.380 4.551 -0.3 0.1 -0.1
N -5.158 4.685 4.091 0.0 0.2 -0.3
C -4.335 5.268 3.026 -0.2 -0.2 -0.2
C -2.892 5.624 3.365 0.3 0.1 -0.1
C -5.590 5.620 5.131 -0.3 -0.3 0.0
C -4.587 5.983 6.222 0.1 0.2 0.3
H -6.653 2.532 4.886 0.1 0.1 0.0
H -5.324 1.607 5.600 0.0 0.2 0.0
H -5.854 3.103 6.368 0.0 -0.1 -0.1
H -4.466 2.752 3.674 0.0 0.4 0.0
H -3.737 3.466 5.106 0.2 -0.1 0.1
H -4.834 6.161 2.628 -0.1 -0.1 0.2
H -4.321 4.561 2.186 0.0 -0.1 0.2
H -2.832 6.512 3.995 0.0 -0.1 0.0
H -2.345 5.850 2.443 -0.1 -0.1 0.1
H -2.366 4.802 3.861 -0.1 0.1 0.0
H -6.480 5.202 5.618 0.1 -0.1 -0.1
H -5.953 6.546 4.665 0.2 -0.2 -0.2
H -4.092 5.105 6.645 0.0 0.0 -0.1
H -5.108 6.486 7.044 0.0 -0.1 -0.1
H -3.826 6.674 5.859 0.0 -0.1 0.0
C 5.665 -1.943 -6.450 0.1 -0.1 0.0
C 4.334 -2.611 -6.118 0.0 0.1 -0.3
N 3.902 -3.586 -7.122 -0.3 -0.2 -0.2
C 2.498 -3.984 -6.981 0.0 0.4 -0.2
C 2.098 -4.722 -5.708 -0.2 -0.2 0.2
C 4.835 -4.676 -7.413 0.1 0.4 -0.1
C 5.289 -5.551 -6.249 0.2 -0.3 0.1
H 5.651 -1.503 -7.453 -0.1 -0.1 0.1
H 5.866 -1.137 -5.735 -0.1 -0.1 -0.1
H 6.500 -2.647 -6.389 0.0 0.1 0.0
H 3.585 -1.809 -6.059 -0.1 -0.3 -0.1
H 4.396 -3.055 -5.120 0.0 0.0 0.2
H 2.201 -4.591 -7.847 0.3 0.0 0.0
H 1.881 -3.079 -7.055 0.2 0.0 0.1
H 2.464 -5.749 -5.705 0.0 0.0 0.1
H 1.005 -4.773 -5.642 0.1 0.0 0.0
H 2.454 -4.216 -4.805 0.0 0.0 -0.1
H 5.730 -4.244 -7.878 -0.1 0.1 0.1
H 4.414 -5.321 -8.195 -0.2 0.2 0.1
H 5.605 -4.966 -5.382 -0.1 0.0 -0.1
H 6.149 -6.155 -6.560 -0.1 0.1 0.0
H 4.510 -6.247 -5.937 0.0 0.1 0.1
C -3.341 -6.144 5.851 0.0 0.0 0.1
C -2.326 -5.384 5.001 -0.3 0.1 -0.1
N -2.809 -4.079 4.542 0.0 0.1 -0.3
C -1.986 -3.496 3.477 -0.2 -0.2 -0.1
C -0.543 -3.140 3.816 0.3 0.1 -0.1
C -3.241 -3.144 5.582 -0.3 -0.3 0.0
C -2.238 -2.781 6.672 0.1 0.2 0.2
H -4.304 -6.232 5.337 0.1 0.1 0.0
H -2.975 -7.157 6.051 0.0 0.2 0.0
H -3.505 -5.661 6.819 0.0 -0.1 -0.1
H -2.116 -6.012 4.125 0.0 0.4 0.0
H -1.387 -5.298 5.557 0.2 -0.1 0.1
H -2.485 -2.603 3.078 -0.1 -0.1 0.2
H -1.972 -4.203 2.637 -0.1 -0.1 0.2
H -0.482 -2.252 4.446 0.1 -0.1 0.0
H 0.004 -2.914 2.893 -0.1 0.0 0.1
H -0.017 -3.962 4.311 -0.1 0.1 0.0
H -4.131 -3.562 6.069 0.1 -0.1 -0.1
H -3.603 -2.218 5.116 0.2 -0.2 -0.2
H -1.742 -3.659 7.095 0.0 0.0 -0.1
H -2.758 -2.277 7.495 0.0 -0.1 -0.1
H -1.476 -2.090 6.310 0.0 -0.1 0.0
```
Forces are in eV/Å.

As for the total charge: -1. Its HOMO-LUMO gap is 6.93 eV. Its LUMO energy is 1.9889 eV. The HOMO energy is -4.9392 eV.

***

No. 3
Formula: CH5ClNOPS
Source: the OMol25 dataset
Level of theory: wB97M-V/def2-TZVPD

```
11
Properties=species:S:1:pos:R:3:forces:R:3
C -1.723 0.229 1.067 0.1 1.5 -0.6
N 1.217 -0.237 -1.728 -1.2 -0.6 -1.4
O -1.080 -0.907 0.790 3.5 -1.3 -2.0
P 1.324 -0.111 -0.111 -0.5 0.0 1.7
S 1.830 1.683 0.339 -0.6 -0.5 0.5
Cl 2.667 -1.561 0.402 -0.8 0.3 -0.1
H -1.120 0.821 1.716 0.1 0.7 1.5
H -2.658 -0.108 1.520 -0.4 0.6 0.1
H -1.846 0.957 0.226 -0.7 -0.7 -0.1
H 0.955 -1.091 -2.194 0.5 -1.0 0.4
H 0.434 0.325 -2.026 0.0 1.1 -0.1
```
Forces are in eV/Å.

Its HOMO-LUMO gap is 6.80 eV. Its LUMO energy is -2.2473 eV. Its relative energy (zero: lowest compared OMol25 entry of this formula, charge and spin) is 95.1 kcal/mol. The HOMO energy is -9.0437 eV.